(1)
45
Properties=species:S:1:pos:R:3:mulliken_charge:R:1 method="wB97M-V/def2-TZVPD" energy_ha=-1522.2849 spin_multiplicity=1 charge=+1
Pd 0.09360 0.31013 -0.97595 0.093
O -1.35094 1.28887 -2.36686 -0.506
C -2.75226 1.29250 -1.99505 -0.552
C -3.33315 -0.10747 -2.09950 -0.744
C -2.62539 -1.14610 -1.21637 -1.208
C -2.55937 -0.73519 0.22675 0.957
C -3.52779 -1.11228 1.14596 -0.655
C -3.41501 -0.68709 2.45941 -0.414
C -2.35223 0.12619 2.81842 -0.638
C -1.43704 0.47811 1.84697 -0.732
N -1.52810 0.05792 0.58255 0.261
H -1.06562 2.19825 -2.51633 0.337
H -3.28779 1.94843 -2.68154 0.470
H -2.84288 1.69842 -0.98667 0.316
H -3.26272 -0.43970 -3.13664 0.395
H -4.39266 -0.03896 -1.84594 0.384
H -1.61162 -1.26673 -1.60832 0.308
H -3.11564 -2.11487 -1.31019 0.598
H -4.34742 -1.74654 0.83590 0.487
H -4.14982 -0.98615 3.19507 0.449
H -2.22827 0.48148 3.83117 0.476
H -0.60036 1.12794 2.07312 0.453
S 3.84876 0.28668 1.35920 -0.269
C 2.83372 -0.87695 2.15950 0.924
C 3.07363 -1.56257 3.34737 -0.514
C 2.13076 -2.47721 3.76723 -0.543
C 0.97513 -2.71905 3.01412 -0.709
C 0.73191 -2.03439 1.84284 -0.222
C 1.66553 -1.08723 1.42307 -0.477
N 1.60514 -0.30566 0.27235 -0.390
C 2.68693 0.42032 0.10641 0.871
C 2.78768 1.19471 -1.11274 0.866
C 3.93754 1.81527 -1.59041 -0.702
C 3.91647 2.39831 -2.84633 -0.685
C 2.76209 2.34484 -3.61818 -0.670
C 1.60664 1.73285 -3.13594 0.054
C 1.61375 1.17170 -1.87098 -0.439
H 3.97764 -1.39148 3.91561 0.411
H 2.29276 -3.02494 4.68534 0.402
H 0.26579 -3.46036 3.35648 0.424
H -0.15019 -2.22624 1.24794 0.409
H 4.84402 1.82256 -0.99662 0.380
H 4.80417 2.87983 -3.23198 0.405
H 2.76221 2.77319 -4.61209 0.411
H 0.72040 1.69868 -3.75814 0.529

***

(2)
65
Properties=species:S:1:pos:R:3:lowdin_spin:R:1 method="wB97M-V/def2-TZVPD" e_above_lowest_ev=0.588 s2=0.762 spin_multiplicity=2
Re -0.05286 2.02819 1.70078 0.870
S -1.75176 2.53294 0.31171 -0.025
C -0.95768 2.93312 -1.21922 -0.001
N 0.26347 2.62833 -1.47214 0.004
C 0.61173 3.03242 -2.75159 0.000
C 1.86739 2.84804 -3.33071 -0.001
C 2.06984 3.29647 -4.61836 0.000
C 1.04112 3.92302 -5.33515 -0.001
C -0.20578 4.11341 -4.77471 0.000
C -0.41137 3.65906 -3.47381 -0.001
S -1.84029 3.73916 -2.49225 -0.002
H 2.65102 2.37156 -2.75682 0.000
H 3.03805 3.16654 -5.08330 0.000
H 1.22713 4.26695 -6.34401 0.000
H -0.99693 4.60082 -5.32839 0.000
N -2.85939 0.51544 4.42150 0.000
C -2.04537 1.26782 3.68904 0.002
O -1.44778 0.76243 2.71812 0.019
C -1.84821 2.72786 3.97152 0.002
C -0.50234 3.17225 3.39146 0.007
H -2.95330 -0.46436 4.18345 0.000
H -3.31284 0.87977 5.23927 0.000
H -1.95796 2.94562 5.03627 -0.001
H -2.66380 3.23661 3.44682 0.000
H 0.32073 2.98661 4.08807 0.001
H -0.49882 4.23538 3.14954 0.011
C 4.11240 -3.82479 0.04326 0.000
C 2.88747 -4.26304 0.52436 0.000
C 1.81151 -3.38761 0.58487 0.001
C 1.95615 -2.06679 0.16660 0.009
C 3.18963 -1.63141 -0.31094 0.001
C 4.26138 -2.51024 -0.37411 0.000
Sb 0.30628 -0.72106 0.14674 0.023
C -0.97650 -1.84783 1.42859 -0.003
C -2.30030 -2.10520 1.08951 -0.001
C -3.16959 -2.66863 2.01658 0.000
C -2.71639 -2.98778 3.29037 0.000
C -1.39205 -2.73756 3.63569 0.000
C -0.53181 -2.16211 2.71195 -0.001
C -0.54650 -1.29579 -1.71636 0.007
C -0.71630 -2.64683 -2.01878 0.001
C -1.26704 -3.02927 -3.23181 0.000
C -1.64836 -2.06417 -4.15603 0.000
C -1.47913 -0.72055 -3.86484 0.000
C -0.93009 -0.33636 -2.64666 0.000
H 4.95209 -4.50647 -0.00181 0.000
H 2.76751 -5.28784 0.85282 0.000
H 0.85789 -3.74213 0.95752 0.000
H 3.32559 -0.59759 -0.60153 0.000
H 5.21873 -2.16192 -0.73991 0.000
H -2.66167 -1.86323 0.09615 0.000
H -4.19778 -2.86902 1.74187 0.000
H -3.38718 -3.44821 4.00601 0.000
H -1.03073 -2.99246 4.62444 0.000
H 0.49222 -1.94771 2.99939 0.000
H -0.41019 -3.40481 -1.30583 0.000
H -1.39536 -4.07971 -3.46090 0.000
H -2.07418 -2.36348 -5.10524 0.000
H -1.76978 0.03260 -4.58657 0.000
H -0.79254 0.71270 -2.42473 0.000
O 3.48114 2.60471 2.82021 -0.003
S 2.62777 2.01326 1.84571 0.002
O 1.54842 1.09444 2.54031 0.002
O 1.58117 3.08078 1.31183 0.067
O 3.23212 1.32769 0.74416 0.007

***

(3)
43
Properties=species:S:1:pos:R:3:lowdin_spin:R:1 method="wB97M-V/def2-TZVPD" e_above_lowest_ev=0.000 s2=2.010 spin_multiplicity=3 charge=+2
C 0.61368 -0.01936 -5.42698 0.000
C 0.18730 0.34981 -4.03410 0.000
H 1.68120 0.19052 -5.53976 0.000
H 0.02445 0.54967 -6.15916 0.000
H 0.51745 -1.11287 -5.54472 0.000
O 0.93049 0.55690 -3.09409 0.001
Cl -1.52417 0.37805 -3.81532 0.001
Au -0.06248 -0.00522 0.95432 0.470
P -0.26441 2.26300 0.32306 0.292
C 1.32307 3.04761 0.74510 0.061
C -0.52989 2.89910 -1.35951 0.043
H -0.66934 3.98990 -1.29990 0.012
H -1.53104 4.19436 1.12181 0.014
H -1.41616 2.44987 -1.81110 0.001
H -2.54167 2.73916 0.97323 0.000
H 2.06634 2.62121 0.06174 0.000
H 0.33019 2.63671 -1.98062 0.000
C -1.55898 3.11173 1.29081 0.053
H 1.26437 4.13527 0.61187 0.015
H -1.42996 2.90850 2.35922 0.000
H 1.59214 2.78643 1.77112 0.001
P -0.27504 -2.24362 0.30400 0.256
C 1.26016 -3.03422 0.87024 0.055
C -1.63444 -3.18100 1.06644 0.044
H -1.20906 -2.19504 -1.92945 0.001
H -0.39360 -3.74924 -1.58864 0.010
H 0.56855 -2.28331 -1.94431 0.000
C -0.33646 -2.66019 -1.45855 0.038
H -2.58209 -2.88002 0.60839 0.000
H -1.48727 -4.25156 0.88993 0.012
H 1.21983 -4.10741 0.66101 0.014
H 1.37892 -2.84990 1.94051 0.001
H -1.67070 -2.99236 2.14341 0.000
H 2.08263 -2.55818 0.32866 0.000
C 1.16248 -0.05346 2.69778 0.237
O 2.34839 0.02409 2.79932 0.191
Cl -0.63021 -2.50998 5.68102 0.001
C -1.24038 -0.83173 5.56106 0.008
Cl -3.00751 -0.73336 5.64927 0.002
Cl -0.41437 0.16995 6.77951 0.002
C -0.80360 -0.32984 4.16286 0.009
O 0.54064 -0.29564 4.05270 0.138
O -1.60656 -0.05203 3.27993 0.015

***

(4)
30
Properties=species:S:1:pos:R:3:mulliken_charge:R:1 method="wB97M-V/def2-TZVPD" e_above_lowest_ev=3.903 spin_multiplicity=1 charge=+1
C -3.67508 2.77535 -0.32498 -0.502
C -3.56728 1.56070 -0.96812 -0.568
C -2.61283 3.35459 0.28118 -0.487
C -2.36643 0.92038 -1.06986 -0.710
C -1.38932 2.74598 0.28180 0.490
C -1.25308 1.50606 -0.37270 0.994
C -0.29400 3.17200 1.15226 -0.441
C 0.10510 0.90110 -0.35500 0.536
C 2.44164 1.18288 -0.03765 -0.950
C 0.06788 -2.39445 0.84934 -0.688
C 2.21008 -2.49154 -0.22757 -0.718
N 0.91247 2.64600 1.02732 -1.142
N 1.10497 1.64155 0.24200 1.013
N 1.29789 -1.80680 0.56520 0.011
N 0.49888 -0.22501 -0.81495 -0.636
H -4.63639 3.34916 -0.34240 0.350
H -4.55047 1.14711 -1.36331 0.329
H -2.60649 4.33657 0.82437 0.320
H -2.26671 -0.06971 -1.50204 0.255
H -0.44472 3.99937 1.86184 0.380
H 2.46356 0.38853 -0.73244 0.367
H 2.97156 2.15784 -0.35942 0.309
H 2.89130 0.87045 0.88813 0.344
H 0.32075 -3.20159 1.63887 0.341
H -0.58754 -1.65070 1.51161 0.238
H -0.42446 -2.86100 -0.10640 0.362
H 2.98388 -1.81015 -0.54219 0.296
H 2.79387 -3.18595 0.61777 0.358
H 1.80891 -3.01418 -1.11853 0.319
H -0.16239 -0.86849 -1.33887 0.231